*1*
Formula: C3HNO2
Source: OMol25
Level of theory: ωB97M-V/def2-TZVPD

Values from the calculation:
HOMO level: -10.88 eV
Frontier orbital gap: 9.66 eV

Each line ends with the Mulliken charge.
CARTESIAN COORDINATES (ANGSTROEM)
N (2.8316, 0.0456, 0.2850)  -0.31
C (1.6744, 0.0132, 0.2068)  0.20
C (0.2303, 0.1684, -0.1038)  0.47
O (-0.0294, 0.9461, -0.9929)  -0.34
C (-1.2142, -0.3413, 0.2119)  0.09
O (-1.7079, -1.2788, -0.3439)  -0.38
H (-1.7849, 0.4468, 0.7370)  0.27

=====

*2*
Formula: C3HNO2
Source: OMol25
Level of theory: ωB97M-V/def2-TZVPD

Values from the calculation:
HOMO level: -9.55 eV
Frontier orbital gap: 8.92 eV

Each line ends with the Mulliken charge.
CARTESIAN COORDINATES (ANGSTROEM)
C (-1.0283, -0.0645, 0.0350)  -0.51
C (-0.1823, -1.0561, 0.0724)  0.67
C (1.8807, 0.4268, -0.2599)  -0.07
N (0.9272, 1.0724, -0.0506)  0.09
O (-0.3724, 1.1971, 0.2152)  -0.23
O (0.8658, -1.5679, 0.0461)  -0.31
H (-2.0908, -0.0078, -0.0582)  0.37

=====

*3*
Formula: C3HNO2
Source: OMol25
Level of theory: ωB97M-V/def2-TZVPD

Values from the calculation:
HOMO level: -8.45 eV
Frontier orbital gap: 7.48 eV

Each line ends with the Mulliken charge.
CARTESIAN COORDINATES (ANGSTROEM)
O (1.7446, 0.2331, 1.6496)  -0.34
C (0.8975, -0.3555, 1.0849)  0.24
C (0.6610, -1.0367, -0.0448)  0.43
O (-0.0322, -1.8721, -0.4985)  -0.35
C (-1.0643, 1.1436, -0.6603)  0.18
N (-0.0323, 0.8534, -1.0146)  -0.42
H (-2.1743, 1.0342, -0.5163)  0.27

=====

Pick *1*: it beats the second-best structure by 1.753 eV.

=====

*1*
Formula: C6H22O6
Source: OMol25
Level of theory: ωB97M-V/def2-TZVPD

Values from the calculation:
HOMO level: -8.68 eV
Frontier orbital gap: 8.95 eV

Each line ends with the Mulliken charge.
CARTESIAN COORDINATES (ANGSTROEM)
C (3.0009, 0.2991, 0.5476)  -0.72
C (2.2638, 1.3935, 0.3902)  -0.32
C (1.8157, 1.9743, -0.9098)  0.74
C (2.2462, 3.3820, -1.1623)  -1.30
C (0.9220, 1.1981, -1.5352)  -0.18
C (0.1819, 1.4244, -2.8285)  -1.32
H (3.5083, -0.2835, -0.1979)  0.27
H (3.2086, -0.1884, 1.4935)  0.28
H (1.7067, 1.8342, 1.2340)  0.19
H (3.2915, 3.4930, -0.8646)  0.34
H (1.6715, 4.1062, -0.5382)  0.27
H (2.1321, 3.7393, -2.1786)  0.37
H (0.6208, 0.2545, -1.0743)  0.40
H (-0.8192, 1.8283, -2.6085)  0.26
H (-0.0153, 0.4845, -3.3305)  0.34
H (0.7504, 2.1062, -3.4576)  0.35
O (-3.0820, -1.1672, 1.9313)  -0.64
H (-3.2901, -0.3840, 1.4019)  0.35
H (-3.8719, -1.6228, 2.2533)  0.27
O (-2.9211, 1.9607, 1.3106)  -0.66
H (-2.4427, 2.4327, 0.6507)  0.30
H (-2.3353, 1.6253, 2.0128)  0.37
O (0.1984, -4.7647, -0.0043)  -0.60
H (-0.3686, -4.7705, -0.7947)  0.35
H (1.0422, -5.0264, -0.3572)  0.29
O (-1.5973, -3.4821, -1.4915)  -0.72
H (-1.2627, -2.7901, -0.9067)  0.35
H (-2.4626, -3.8065, -1.2283)  0.32
O (-0.6821, -2.1226, 1.0251)  -0.65
H (-0.2161, -2.7587, 1.6033)  0.31
H (-1.6014, -2.1809, 1.3646)  0.36
O (-0.4463, 0.9228, 2.5059)  -0.63
H (-0.6498, 0.9088, 3.4469)  0.30
H (-0.4966, -0.0194, 2.2970)  0.34

=====

*2*
Formula: C6H22O6
Source: OMol25
Level of theory: ωB97M-V/def2-TZVPD

Values from the calculation:
HOMO level: -10.11 eV
Frontier orbital gap: 10.65 eV

Each line ends with the Mulliken charge.
CARTESIAN COORDINATES (ANGSTROEM)
O (1.8447, -6.1179, -1.8267)  -0.49
C (0.4880, -5.6032, -1.8059)  -0.44
C (0.3585, -4.4114, -0.8876)  -0.34
O (0.8923, -3.4591, -1.8127)  -0.50
H (2.3834, -5.3261, -1.7591)  0.29
H (0.1602, -5.3815, -2.8215)  0.27
H (-0.2125, -6.3530, -1.4382)  0.33
H (0.8861, -4.6317, 0.0404)  0.25
H (-0.6890, -4.1595, -0.7221)  0.32
H (1.7111, -3.7800, -2.1977)  0.30
C (-4.9795, 4.5400, -1.6043)  -0.48
O (-5.0135, 5.7936, -2.3626)  -0.50
H (-4.3576, 4.8133, -0.7519)  0.23
H (-5.9757, 4.3675, -1.1971)  0.22
H (-4.7576, 3.6132, -2.1333)  0.21
H (-4.1697, 6.1825, -2.1213)  0.32
C (0.7782, 1.5853, 0.2094)  -0.49
O (-0.4457, 2.2472, 0.1312)  -0.50
H (1.3681, 2.0532, 0.9976)  0.24
H (0.5816, 0.5500, 0.4883)  0.24
H (1.3961, 1.5422, -0.6875)  0.22
H (-0.8922, 2.4681, 0.9518)  0.30
C (4.9408, -2.0125, -1.5818)  -0.51
O (4.8054, -3.3985, -1.4337)  -0.49
H (5.9810, -1.7809, -1.8104)  0.33
H (4.4355, -1.8120, -2.5265)  0.19
H (4.5378, -1.5164, -0.6988)  0.20
H (5.5809, -3.9331, -1.2482)  0.29
C (-1.6163, 3.8581, 5.4911)  -0.47
O (-2.7501, 4.0134, 4.7543)  -0.48
H (-0.9164, 3.3228, 4.8495)  0.17
H (-1.1841, 4.7792, 5.8821)  0.25
H (-1.7879, 3.3567, 6.4436)  0.24
H (-3.3822, 4.5903, 5.1893)  0.29

=====

Pick *1*: it beats the second-best structure by 3.319 eV.

=====

*1*
Formula: C6H9NO
Source: OMol25
Level of theory: ωB97M-V/def2-TZVPD

Values from the calculation:
HOMO level: -8.75 eV
Frontier orbital gap: 9.59 eV

Each line ends with the Mulliken charge.
CARTESIAN COORDINATES (ANGSTROEM)
N (1.8147, 1.2430, -0.2027)  -0.67
C (0.4476, 0.8044, -0.4985)  -0.05
C (0.0957, -0.6202, -0.9066)  -0.40
C (-0.3553, -1.3526, 0.2136)  -0.32
C (-0.3042, -0.4886, 1.4329)  -0.72
C (-0.6200, 0.8806, 0.6977)  -0.23
O (-1.7202, 0.6149, -0.0644)  -0.43
C (-1.3471, -0.6409, -0.6918)  -0.35
H (2.4577, 0.9187, -1.2504)  0.32
H (2.2469, 0.5618, 0.4877)  0.34
H (0.0144, 1.3955, -1.4145)  0.31
H (0.5751, -1.2122, -1.7856)  0.35
H (-0.1691, -2.4339, 0.0286)  0.40
H (0.7139, -0.1663, 1.9875)  0.26
H (-1.0189, -0.5790, 2.2243)  0.41
H (-0.7618, 1.7885, 1.3386)  0.39
H (-2.0694, -0.7138, -1.5964)  0.39

=====

*2*
Formula: C6H9NO
Source: OMol25
Level of theory: ωB97M-V/def2-TZVPD

Values from the calculation:
HOMO level: -9.42 eV
Frontier orbital gap: 9.96 eV

Each line ends with the Mulliken charge.
CARTESIAN COORDINATES (ANGSTROEM)
H (-0.4083, -2.2005, 1.6380)  0.26
N (0.4958, -1.7417, 1.3706)  -0.68
C (0.2475, -0.6500, 0.8318)  0.02
C (-1.0685, 0.1250, 0.6222)  0.25
C (-1.9702, -0.5261, -0.4513)  -1.36
C (-0.2440, 1.2850, 0.1454)  -0.02
O (-0.5864, 2.2949, -0.3810)  -0.56
C (1.1261, 0.6123, 0.2942)  0.29
C (2.0364, 0.4167, -0.8942)  -1.25
H (-1.4987, 0.2561, 1.6054)  0.41
H (-2.6995, 0.0257, -0.8664)  0.43
H (-2.4191, -1.3529, -0.0216)  0.37
H (-1.2780, -0.7683, -1.2041)  0.37
H (1.7111, 0.9685, 1.1173)  0.44
H (2.4306, -0.6094, -1.1600)  0.28
H (2.7951, 1.1388, -0.9808)  0.40
H (1.3300, 0.7261, -1.6655)  0.34

=====

Pick *2*: it beats the second-best structure by 1.932 eV.

=====

*1*
Formula: C6H9NO
Source: OMol25
Level of theory: ωB97M-V/def2-TZVPD

Values from the calculation:
HOMO level: -8.38 eV
Frontier orbital gap: 9.21 eV

Each line ends with the Mulliken charge.
CARTESIAN COORDINATES (ANGSTROEM)
C (-0.8113, -0.8824, -1.5673)  -0.27
C (0.3095, -1.3572, -0.8804)  -0.63
C (1.1160, -0.4163, -0.2143)  0.13
N (0.8232, 0.8603, -0.1007)  -0.54
C (-0.2595, 1.2592, -0.6602)  -0.22
C (-1.0989, 0.4651, -1.4297)  -0.43
H (-1.4388, -1.5295, -2.1403)  0.41
H (0.6015, -2.3875, -0.9047)  0.37
H (2.0060, -0.7650, 0.3798)  0.33
H (-0.4928, 2.3081, -0.4179)  0.44
H (-1.9949, 0.9099, -1.8512)  0.34
C (-0.6234, 0.2710, 2.0386)  -0.53
O (0.6661, -0.2033, 1.6579)  -0.38
H (-1.1574, -0.3836, 1.3357)  0.19
H (-1.0456, 0.0977, 3.0408)  0.32
H (-0.6285, 1.4302, 1.8959)  0.20
H (1.2651, -0.1119, 2.3833)  0.26

=====

*2*
Formula: C6H9NO
Source: OMol25
Level of theory: ωB97M-V/def2-TZVPD

Values from the calculation:
HOMO level: -7.55 eV
Frontier orbital gap: 8.40 eV

Each line ends with the Mulliken charge.
CARTESIAN COORDINATES (ANGSTROEM)
C (-2.2148, 0.8930, -0.0680)  -1.37
C (-0.8853, 0.2201, -0.0111)  0.44
C (-0.7020, -1.1178, -0.1682)  -0.31
N (0.3531, -1.8340, 0.4613)  -0.30
C (1.3945, -1.1066, -0.1716)  -0.57
C (1.5241, 0.2365, 0.0182)  0.40
O (2.7078, 0.9121, -0.0420)  -0.49
C (0.3170, 1.0969, 0.2299)  -0.53
H (-2.4023, 1.4474, 0.8565)  0.31
H (-2.2409, 1.6184, -0.8838)  0.31
H (-3.0193, 0.1749, -0.2131)  0.34
H (-1.5335, -1.7544, -0.4391)  0.31
H (0.3683, -2.8299, 0.2794)  0.27
H (2.2472, -1.7112, -0.4541)  0.26
H (3.4333, 0.2910, -0.1763)  0.30
H (0.3160, 1.5192, 1.2496)  0.30
H (0.3369, 1.9445, -0.4675)  0.33

=====

*3*
Formula: C6H9NO
Source: OMol25
Level of theory: ωB97M-V/def2-TZVPD

Values from the calculation:
HOMO level: -9.01 eV
Frontier orbital gap: 9.93 eV

Each line ends with the Mulliken charge.
CARTESIAN COORDINATES (ANGSTROEM)
C (-1.5362, 0.6260, 0.3571)  -0.52
C (-0.4659, -0.8968, -0.7111)  -0.18
C (0.2018, -1.3560, 0.5698)  -1.10
C (0.9050, 0.0577, 0.7499)  -0.25
C (0.3901, 0.3214, -0.9889)  -0.66
C (-0.1317, 1.0919, 0.2451)  -0.09
H (-2.0859, 0.4678, 1.3607)  0.30
H (-2.1029, 1.4706, -0.4001)  0.23
H (-0.6671, -1.6892, -1.4637)  0.39
H (1.4545, -1.6722, 0.4126)  0.33
H (-0.3565, -1.7099, 1.2484)  0.60
H (1.3879, 0.0873, 1.7410)  0.50
H (2.3329, 0.7724, -0.4872)  0.27
H (0.3944, 0.7972, -1.8592)  0.89
H (0.2280, 2.2150, 0.0451)  0.31
N (1.7571, -0.0333, -0.4435)  -0.61
O (-1.7056, -0.5498, -0.3761)  -0.40

=====

*4*
Formula: C6H9NO
Source: OMol25
Level of theory: ωB97M-V/def2-TZVPD

Values from the calculation:
HOMO level (spin up / spin down): -6.03 / -6.04 eV
Frontier orbital gap (spin up / spin down): 5.66 / 5.66 eV

Each line ends with the Mulliken charge.
CARTESIAN COORDINATES (ANGSTROEM)
C (-2.1609, -0.6632, 0.7083)  -0.91
C (0.6532, -0.5815, 0.0552)  0.86
C (0.6993, 0.9804, -0.5202)  -0.12
C (-0.7018, 1.1363, -0.2647)  -0.04
C (0.6688, -1.7949, -0.6233)  -1.27
C (1.7002, 1.8277, -0.7421)  -0.86
O (1.4013, -0.5839, 1.2414)  -0.52
N (-0.9764, -0.0548, 0.1850)  0.01
H (1.7333, 0.3081, 1.4117)  0.36
H (-1.3938, 1.9653, -0.3699)  0.48
H (-3.0546, -0.1485, 0.3488)  0.33
H (-2.1519, -0.6433, 1.8011)  0.29
H (-2.1479, -1.7091, 0.3874)  0.33
H (1.5803, -2.3721, -0.6286)  0.27
H (-0.1171, -2.0217, -1.3284)  0.23
H (2.7097, 1.4534, -0.8734)  0.30
H (1.5583, 2.9021, -0.7883)  0.27

=====

Pick *2*: it beats the second-best structure by 1.110 eV.

=====

*1*
Formula: C4H14O2S2
Source: OMol25
Level of theory: ωB97M-V/def2-TZVPD

Values from the calculation:
HOMO level: -8.14 eV
Frontier orbital gap: 3.44 eV

Each line ends with the Mulliken charge.
CARTESIAN COORDINATES (ANGSTROEM)
C (1.1476, 0.4337, 2.0164)  -0.54
C (0.2388, -0.8130, 1.7767)  -0.52
C (1.9839, 1.1595, 0.9130)  -0.47
S (0.9599, 2.2080, -0.1721)  -0.23
S (-0.0467, -2.0871, -1.0655)  -0.11
C (0.2439, -0.7492, -2.3057)  -0.74
H (0.4291, 1.0691, 2.6633)  0.25
H (1.9913, 0.2576, 2.8138)  0.34
H (0.0803, -1.4704, 2.6018)  0.35
H (-0.7142, -0.4483, 1.3814)  0.30
H (0.7532, -1.3592, 0.9867)  -0.02
H (2.7158, 1.7312, 1.4293)  0.36
H (2.5418, 0.4526, 0.3012)  0.29
H (-0.2505, 0.1407, -2.0878)  0.27
H (1.2435, -0.3903, -2.3478)  0.31
H (-0.1007, -1.1638, -3.2463)  0.37
H (-3.0908, -0.9723, -0.9981)  0.30
H (-1.9348, -1.8535, -0.3481)  0.24
O (-2.9092, -1.5459, -0.2018)  -0.62
H (-1.6885, 2.0222, 1.0777)  0.33
H (-0.9006, 1.4941, -0.1680)  0.15
O (-1.7621, 1.3422, 0.3692)  -0.61

=====

*2*
Formula: C4H14O2S2
Source: OMol25
Level of theory: ωB97M-V/def2-TZVPD

Values from the calculation:
HOMO level: -8.43 eV
Frontier orbital gap: 8.95 eV

Each line ends with the Mulliken charge.
CARTESIAN COORDINATES (ANGSTROEM)
C (-0.9843, 0.1868, -0.0467)  -1.12
C (0.3004, 0.4896, 0.8230)  -0.32
C (0.2029, -0.1201, 2.2052)  -0.63
S (1.6144, -1.1571, 2.6590)  -0.12
S (1.6078, -2.8550, 1.6903)  -0.07
C (2.1784, -2.6541, 0.0137)  -0.85
H (-1.9019, 0.4470, 0.4956)  0.30
H (-0.9312, 0.7945, -0.9347)  0.36
H (-0.8186, -0.8815, -0.2102)  0.29
H (1.2000, 0.2195, 0.2646)  0.19
H (0.4835, 1.5628, 0.8463)  0.38
H (0.0538, 0.5732, 3.0237)  0.34
H (-0.5902, -0.8776, 2.1883)  0.33
H (2.4327, -1.7244, -0.4660)  0.31
H (3.0332, -3.3242, -0.0904)  0.34
H (1.3484, -3.0181, -0.6097)  0.27
O (-2.8831, 4.9261, -5.4468)  -0.62
H (-2.3475, 5.7232, -5.3520)  0.31
H (-2.4178, 4.3982, -6.0890)  0.31
O (-3.8092, 3.2728, -3.5328)  -0.63
H (-4.0202, 4.1509, -3.8616)  0.34
H (-3.3572, 2.7681, -4.2246)  0.30

=====

Pick *2*: it beats the second-best structure by 5.415 eV.

=====

*1*
Formula: C5H9NS
Source: OMol25
Level of theory: ωB97M-V/def2-TZVPD

Values from the calculation:
HOMO level: -8.81 eV
Frontier orbital gap: 8.21 eV

Each line ends with the Mulliken charge.
CARTESIAN COORDINATES (ANGSTROEM)
C (-1.5370, 1.4644, 0.2299)  -0.93
C (-1.4743, -0.0366, -0.0835)  0.31
S (-2.8208, -1.0487, 0.1464)  -0.20
C (-0.3322, -0.3388, -0.9815)  -0.54
N (0.9256, 0.1188, -0.3009)  -0.17
C (1.1849, -0.5847, 0.9867)  -0.52
C (2.0616, -0.6753, -0.1234)  -0.20
H (-0.9738, 1.8185, 1.1995)  0.22
H (-2.6147, 1.7904, 0.1871)  0.33
H (-1.0262, 2.2222, -0.4962)  0.29
H (-0.3765, 0.2930, -1.9897)  0.30
H (-0.3619, -1.4904, -1.3331)  0.26
H (0.5223, -1.4329, 1.2071)  0.20
H (1.5224, -0.2345, 2.0283)  0.22
H (2.1372, -1.7161, -0.5016)  0.24
H (3.1635, -0.1493, -0.1752)  0.20

=====

*2*
Formula: C5H9NS
Source: OMol25
Level of theory: ωB97M-V/def2-TZVPD

Values from the calculation:
HOMO level: -7.55 eV
Frontier orbital gap: 7.61 eV

Each line ends with the Mulliken charge.
CARTESIAN COORDINATES (ANGSTROEM)
C (-2.5001, 0.6024, 0.0907)  -1.59
C (-1.0547, 0.6598, -0.0511)  1.01
N (-0.3617, 1.7142, -0.3356)  -0.38
C (-0.2912, -0.6187, 0.0397)  0.42
C (-1.0463, -1.9872, 0.2638)  -1.12
C (1.0770, -0.8642, -0.0582)  -0.48
S (2.3024, 0.2817, 0.0672)  -0.45
H (-2.9088, 0.0521, 1.0159)  0.29
H (-2.8301, 1.5671, 0.1987)  0.49
H (-2.7617, 0.1864, -0.8382)  0.42
H (-0.7183, 2.6930, -0.8161)  0.30
H (0.6359, 1.5081, -0.7554)  0.10
H (-1.4177, -2.4065, 1.3427)  0.19
H (-0.5981, -3.0917, -0.2849)  0.33
H (-1.9517, -1.7442, -0.3775)  0.24
H (1.1360, -2.0232, 0.0792)  0.24

=====

Pick *2*: it beats the second-best structure by 0.370 eV.